1.
Here is a molecular structure, C28H26BrF4N2O2PPdS in a non-equilibrium geometry from the Open Molecules 2025 dataset. Energies are from ωB97M-V/def2-TZVPD.

Properties
* expectation value of S²: 2.009
* total charge: +2
* energy: -141033.576 eV
* HOMO level (alpha / beta): -14.41 / -14.77 eV
* frontier orbital gap (alpha / beta): 9.01 / 6.29 eV
* F_max: 2.10 eV/A
* LUMO (alpha / beta): -5.4028 / -8.4771 eV
* 2S+1: 3

Last column: Mulliken spin population.
CARTESIAN COORDINATES (ANGSTROEM)
Pd  -0.086  -0.187  0.171  1.28
Br  2.104  -0.390  -1.135  0.12
S  0.066  -0.259  2.767  0.00
P  -0.779  -2.165  -0.945  0.22
F  4.034  -1.788  -2.846  0.00
F  3.795  -4.083  -4.265  0.00
F  1.458  -5.475  -4.190  0.00
F  -0.599  -4.563  -2.765  0.00
O  -0.464  0.917  1.955  0.08
O  -4.211  4.918  -2.490  0.00
N  -0.979  1.562  -0.891  0.17
N  -2.388  6.243  -2.365  0.00
C  -2.228  3.867  -1.774  -0.01
C  -1.947  -4.612  -0.108  0.01
C  -2.935  2.679  -1.636  0.01
C  -2.079  -5.659  0.790  0.00
C  -3.466  -2.239  -1.628  0.02
C  0.453  1.482  4.941  0.00
C  -1.939  -1.605  -3.400  0.02
C  -0.414  -4.677  2.218  0.00
C  -0.874  3.871  -1.460  0.01
C  -3.034  5.067  -2.249  0.00
C  2.903  -2.479  -2.819  0.00
C  -0.272  -3.630  1.325  0.04
C  -1.048  -3.580  0.164  -0.02
C  -0.290  2.695  -1.019  -0.01
C  2.430  1.181  2.218  0.00
C  -0.200  0.180  4.521  0.04
C  -1.330  -5.686  1.957  0.01
C  1.913  -0.161  2.715  0.01
C  -2.163  -2.011  -2.083  0.04
C  -2.282  1.549  -1.190  -0.02
C  -4.298  -1.762  -3.830  0.03
C  0.535  -3.875  -2.754  -0.01
C  1.591  -4.359  -3.512  0.00
C  2.786  -3.653  -3.547  0.00
C  -3.008  -1.492  -4.271  -0.01
C  0.627  -2.705  -2.005  -0.05
C  1.837  -2.024  -2.065  0.01
C  -4.527  -2.129  -2.510  -0.01
H  0.459  -2.857  1.510  0.00
H  -2.772  -6.460  0.569  0.00
H  0.168  -0.688  5.071  0.00
H  -5.129  -1.673  -4.517  0.00
H  2.267  -0.378  3.722  0.00
H  -1.454  -6.499  2.659  0.00
H  0.764  2.668  -0.769  0.00
H  -1.286  0.226  4.616  0.00
H  0.188  -4.713  3.117  0.00
H  -3.987  2.665  -1.882  0.00
H  -1.412  6.393  -2.198  0.00
H  -2.935  7.026  -2.686  0.00
H  0.194  2.290  4.258  0.00
H  -2.807  0.609  -1.074  0.01
H  2.378  1.940  2.995  0.00
H  -3.644  -2.507  -0.595  0.00
H  -0.933  -1.399  -3.745  0.00
H  -5.533  -2.331  -2.169  0.00
H  3.469  1.077  1.906  0.00
H  -2.528  -4.616  -1.017  0.00
H  -2.835  -1.195  -5.297  0.00
H  2.223  -0.980  2.064  0.00
H  0.075  1.757  5.925  0.00
H  -0.250  4.748  -1.549  0.00
H  1.855  1.554  1.369  0.00
H  1.535  1.397  5.021  0.00

=====

2.
Here is a molecular structure, C32H50NV in a non-equilibrium geometry from the Open Molecules 2025 dataset. Energies are from ωB97M-V/def2-TZVPD.

Properties
* expectation value of S²: 2.024
* energy: -61169.975 eV
* HOMO level (alpha / beta): -7.38 / -8.03 eV
* frontier orbital gap (alpha / beta): 7.66 / 8.67 eV
* F_max: 2.84 eV/A
* LUMO (alpha / beta): 0.2762 / 0.6443 eV
* 2S+1: 3

Last column: Mulliken spin population.
CARTESIAN COORDINATES (ANGSTROEM)
V  -0.407  -0.234  0.216  1.99
N  -2.641  0.568  -0.096  -0.06
C  0.127  2.045  -2.330  0.15
C  -2.036  -4.264  0.376  0.00
C  1.711  0.220  0.316  -0.25
C  -3.197  -0.438  -1.056  0.04
C  1.962  -1.646  2.105  0.05
C  2.585  -3.022  1.703  0.00
C  0.590  3.685  3.725  0.00
C  -0.408  4.564  1.613  0.00
C  0.967  -1.867  3.289  0.02
C  -3.459  -2.902  -1.045  0.02
C  -1.372  -3.139  0.844  -0.02
C  -2.785  -1.800  -0.552  0.07
C  -1.696  -1.889  0.335  -0.04
C  -2.870  1.929  -0.648  0.04
C  1.039  -1.073  -1.524  -0.08
C  1.404  -1.072  0.837  0.00
C  1.002  -1.844  -0.321  -0.08
C  -3.468  0.441  1.148  0.01
C  3.067  -0.668  2.610  0.00
C  -0.604  3.533  2.725  0.00
C  -0.492  1.041  1.743  0.06
C  2.499  -1.876  -3.465  0.00
C  2.104  2.632  -0.907  -0.01
C  1.533  1.555  -1.858  -0.10
C  1.070  -1.833  -2.853  -0.05
C  -0.559  2.179  2.200  -0.02
C  -3.029  -4.143  -0.631  0.01
C  -1.942  3.756  3.471  0.00
C  0.653  -3.267  -2.592  0.01
C  1.393  0.264  -1.124  0.25
C  0.069  -1.273  -3.904  0.03
C  2.402  1.425  -3.103  0.00
H  3.058  2.303  -0.481  0.00
H  -3.947  2.137  -0.648  0.00
H  0.519  -3.855  -3.516  0.00
H  1.527  3.291  3.302  0.00
H  -2.055  4.753  3.863  0.00
H  -3.107  1.202  1.853  0.00
H  0.369  -0.370  -4.452  0.00
H  3.708  -1.101  3.385  0.00
H  2.548  -2.561  -4.301  0.00
H  2.905  -0.937  -3.792  0.00
H  0.555  4.447  1.070  0.00
H  3.310  0.839  -2.892  0.00
H  0.277  -2.698  3.088  0.00
H  -2.778  3.518  2.818  0.00
H  -3.469  -5.038  -1.092  0.00
H  3.372  -2.853  0.958  0.00
H  2.564  0.215  2.970  0.00
H  -0.370  5.575  2.019  0.00
H  1.384  -3.749  -1.965  0.00
H  0.648  -2.882  -0.341  -0.01
H  -3.370  -0.550  1.595  0.00
H  -0.539  -3.217  1.497  0.00
H  3.213  -2.268  -2.763  0.00
H  -0.368  1.261  -2.934  0.00
H  -0.426  2.272  -1.429  -0.01
H  -1.931  3.054  4.315  0.00
H  0.202  2.957  -2.912  0.00
H  -2.910  -0.271  -2.098  -0.01
H  -0.270  -3.280  -2.022  0.00
H  1.438  2.864  -0.111  0.01
H  -4.537  0.593  0.900  0.00
H  2.775  2.379  -3.452  0.00
H  -0.904  -1.107  -3.473  -0.02
H  -4.378  -2.750  -1.634  0.00
H  -1.176  4.482  0.855  0.00
H  1.539  -2.089  4.195  0.00
H  -2.292  2.679  -0.077  -0.02
H  1.879  -3.717  1.272  0.00
H  -0.071  -2.000  -4.699  0.00
H  1.921  0.943  -3.949  0.00
H  1.961  1.088  0.882  0.01
H  -2.583  1.904  -1.709  0.01
H  3.701  -0.408  1.752  0.00
H  2.305  3.533  -1.467  0.00
H  3.043  -3.502  2.563  0.00
H  -1.751  -5.226  0.767  0.00
H  0.415  -0.950  3.468  0.00
H  -4.318  -0.370  -1.025  0.00
H  0.793  4.726  3.941  0.00
H  0.410  3.144  4.659  0.00